Entry 1:
The following is a quantum chemistry calculation of a structure of composition C19H10Co2N2O8, from the OMol25 dataset.

Cartesian coordinates (Å):
N 0.283 -0.817 0.925
C 0.358 0.548 0.913
O 1.394 1.218 0.822
N -0.855 1.220 1.010
C -2.137 0.677 1.088
O -3.107 1.433 1.154
C -2.118 -0.764 1.078
C -0.901 -1.409 1.004
H -0.764 2.223 1.000
H -3.053 -1.304 1.129
H -0.890 -2.511 1.009
O 9.056 -2.608 1.719
C 7.931 -2.338 1.704
Co 6.228 -1.951 1.826
C 5.715 -3.043 3.078
O 5.317 -3.802 3.856
C 6.105 -0.526 2.844
O 6.050 0.337 3.610
C 5.050 -2.752 0.381
C 5.062 -4.196 0.242
C 6.277 -4.909 0.213
C 6.265 -6.296 0.333
C 5.050 -6.986 0.392
C 3.843 -6.284 0.303
C 3.841 -4.896 0.185
C 4.011 -1.812 0.259
C 2.766 -1.482 0.640
Co 5.508 -1.259 -0.496
C 7.187 -1.558 -1.042
O 8.247 -1.718 -1.476
C 5.654 0.334 0.301
O 5.752 1.457 0.559
C 4.787 -0.834 -2.055
O 4.283 -0.551 -3.056
H 7.220 -4.359 0.146
H 7.211 -6.834 0.402
H 5.045 -8.073 0.499
H 2.891 -6.808 0.343
H 2.912 -4.328 0.107
H 2.481 -0.429 0.602
H 2.010 -2.208 0.959

Calculated values
* energy above the lowest of the compared OMol25 structures with the same formula, charge and spin: 0.000 eV
* Kohn-Sham gap: 6.39 eV
* 2S+1: 1
* charge: -2
* calculated total energy: -114478.8472 eV
* HOMO: -1.59 eV

***

Entry 2:
The following is a quantum chemistry calculation of the ion C10H13N2O2 with charge +1, from the OMol25 dataset.

Cartesian coordinates (Å):
C 0.311 -1.122 2.832
C 1.191 -1.376 1.797
C -0.816 -0.447 2.469
C 1.005 -0.832 0.562
C -0.152 0.034 0.366
C 2.025 -0.906 -0.434
C 1.731 -0.576 -1.683
C 0.225 -0.395 -1.999
C -0.309 0.683 -1.025
C 0.391 2.051 -1.029
N -1.077 0.092 1.269
N -2.261 0.706 1.103
O -0.450 -1.628 -1.654
O -1.689 0.758 -1.337
H 0.585 -1.272 3.788
H 1.985 -2.086 1.888
H -1.558 -0.323 3.269
H 3.072 -1.122 -0.258
H 2.583 -0.646 -2.343
H -0.127 -0.144 -2.886
H 0.361 2.358 0.049
H -0.097 2.771 -1.660
H 1.470 1.912 -1.401
H -3.065 0.508 1.637
H -2.211 1.500 0.505
H -1.396 -1.471 -1.569
H -1.728 0.973 -2.256

Calculated values
* energy above the lowest of the compared OMol25 structures with the same formula, charge and spin: 2.188 eV
* Kohn-Sham gap: 9.09 eV
* 2S+1: 1
* charge: +1
* calculated total energy: -17646.5397 eV
* HOMO: -12.85 eV
* SMILES string: C[C@]1(O)c2c(ccc[n+]2N)C=C[C@H]1O

***

Entry 3:
The following is a quantum chemistry calculation of a structure of composition C7H16ClGaIOP2, from the OMol25 dataset.

Cartesian coordinates (Å):
C 0.058 -0.250 3.916
C -0.546 0.516 2.697
P 0.678 0.806 1.304
C 0.649 2.646 1.002
Ga -0.295 -0.167 -0.605
I -1.540 1.761 -1.895
C -1.476 -1.774 -0.080
C -2.957 -1.548 -0.033
O -3.555 -1.734 0.945
Cl -3.889 -1.034 -1.474
P 1.355 -1.038 -2.053
C 0.578 -1.019 -3.761
C 2.796 0.150 -2.150
H -0.190 0.314 4.823
H 1.141 -0.349 3.832
H -0.445 -1.218 4.000
H -1.432 -0.014 2.335
H -0.884 1.500 3.045
H 1.023 3.181 1.884
H 1.216 2.929 0.114
H -0.383 2.991 0.851
H -1.309 -2.579 -0.806
H -1.159 -2.072 0.919
H 0.755 -0.032 -4.201
H -0.496 -1.192 -3.640
H 0.988 -1.831 -4.367
H 2.534 0.988 -2.809
H 3.161 0.464 -1.171
H 3.623 -0.396 -2.624

Calculated values
* Kohn-Sham gap: 6.97 eV
* 2S+1: 1
* charge: -1
* calculated total energy: -101146.4345 eV
* HOMO: -4.06 eV

***

What did the first record say?
The following is a quantum chemistry calculation of a structure of composition C19H10Co2N2O8, from the OMol25 dataset.

Cartesian coordinates (Å):
N 0.283 -0.817 0.925
C 0.358 0.548 0.913
O 1.394 1.218 0.822
N -0.855 1.220 1.010
C -2.137 0.677 1.088
O -3.107 1.433 1.154
C -2.118 -0.764 1.078
C -0.901 -1.409 1.004
H -0.764 2.223 1.000
H -3.053 -1.304 1.129
H -0.890 -2.511 1.009
O 9.056 -2.608 1.719
C 7.931 -2.338 1.704
Co 6.228 -1.951 1.826
C 5.715 -3.043 3.078
O 5.317 -3.802 3.856
C 6.105 -0.526 2.844
O 6.050 0.337 3.610
C 5.050 -2.752 0.381
C 5.062 -4.196 0.242
C 6.277 -4.909 0.213
C 6.265 -6.296 0.333
C 5.050 -6.986 0.392
C 3.843 -6.284 0.303
C 3.841 -4.896 0.185
C 4.011 -1.812 0.259
C 2.766 -1.482 0.640
Co 5.508 -1.259 -0.496
C 7.187 -1.558 -1.042
O 8.247 -1.718 -1.476
C 5.654 0.334 0.301
O 5.752 1.457 0.559
C 4.787 -0.834 -2.055
O 4.283 -0.551 -3.056
H 7.220 -4.359 0.146
H 7.211 -6.834 0.402
H 5.045 -8.073 0.499
H 2.891 -6.808 0.343
H 2.912 -4.328 0.107
H 2.481 -0.429 0.602
H 2.010 -2.208 0.959

Calculated values
* energy above the lowest of the compared OMol25 structures with the same formula, charge and spin: 0.000 eV
* Kohn-Sham gap: 6.39 eV
* 2S+1: 1
* charge: -2
* calculated total energy: -114478.8472 eV
* HOMO: -1.59 eV